1.
An isolated ion of composition C10H16N and charge +1 in a non-equilibrium geometry, computed with ωB97M-V with the def2-TZVPD basis set.

* net charge: +1
* SMILES string: C[N+]1=C[C@@]12C[C@H]1CC[C@]2(C)C1
* LUMO energy: -4.51 eV
* multiplicity: 1
* HOMO-LUMO gap: 9.67 eV

Last column: natural (NBO) charge in e.
Geometry (Å):
C: -1.89 -0.11 -1.16  0.2520
C: 1.62 0.88 1.05  -0.4089
C: 0.89 -0.39 1.31  -0.4088
C: 0.30 1.47 -0.95  -0.4542
C: 1.72 -0.33 -0.93  -0.4117
C: 1.66 1.11 -0.46  -0.2280
C: -0.58 0.27 -0.55  0.2269
C: 0.48 -0.78 -0.19  -0.0516
C: 0.01 -2.25 -0.45  -0.6107
C: -2.65 0.56 1.17  -0.4570
N: -1.92 0.26 0.05  -0.2248
H: -2.59 -0.56 -1.94  0.2829
H: 0.94 1.64 1.45  0.1946
H: 2.64 1.06 1.57  0.2490
H: 1.50 -1.16 1.63  0.2272
H: 0.10 -0.13 2.05  0.2107
H: -0.04 2.46 -0.67  0.2404
H: 0.33 1.54 -2.05  0.2384
H: 1.74 -0.38 -2.03  0.2211
H: 2.52 -0.91 -0.65  0.2283
H: 2.26 1.79 -1.01  0.2443
H: 0.15 -2.35 -1.59  0.2252
H: -1.00 -2.39 -0.06  0.2000
H: 0.58 -2.96 0.05  0.2366
H: -3.72 0.42 0.88  0.2498
H: -2.43 1.54 1.64  0.2670
H: -2.62 -0.28 1.85  0.2613

=====

2.
A single C10H16N2O3 molecule in a non-equilibrium geometry, computed with ωB97M-V with the def2-TZVPD basis set.

* SMILES string: O=C(O)[C@@H]1CCCN1C(=O)[C@@H]1CCCN1
* LUMO energy: 0.45 eV
* multiplicity: 1
* HOMO-LUMO gap: 9.74 eV

Last column: natural (NBO) charge in e.
Geometry (Å):
C: 1.43 1.14 0.30  -0.1728
C: -0.01 1.58 -0.03  0.7075
C: 1.98 0.64 -0.91  -0.4672
C: 2.82 -0.53 -0.55  -0.4205
C: 2.99 -0.55 0.94  -0.2247
C: -0.96 -0.56 0.53  -0.2142
C: -0.65 -1.44 -0.62  0.7869
C: -2.27 -0.72 1.27  -0.3873
C: -3.34 0.05 0.50  -0.4068
C: -2.39 0.89 -0.53  -0.2211
H: 2.30 0.84 2.16  0.3757
H: 1.66 2.23 0.56  0.2475
H: 1.19 0.13 -1.58  0.2552
H: 2.51 1.45 -1.55  0.2427
H: 3.75 -0.77 -1.07  0.2273
H: 2.17 -1.45 -0.75  0.1923
H: 4.07 -0.02 1.15  0.1677
H: 3.03 -1.61 1.29  0.2049
H: -0.11 -0.70 1.32  0.3201
H: -2.43 -1.80 1.43  0.2092
H: -2.26 -0.29 2.24  0.2178
H: -4.06 -0.59 0.03  0.2130
H: -3.83 0.74 1.22  0.2115
H: -2.42 0.58 -1.58  0.2190
H: -2.70 1.93 -0.52  0.2234
H: 0.25 -3.36 -0.63  0.5282
N: 1.79 0.20 1.50  -0.6360
N: -1.14 0.80 0.14  -0.4426
O: -0.03 2.72 -0.58  -0.6368
O: -0.59 -1.09 -1.78  -0.5853
O: -0.03 -2.55 -0.21  -0.7349

=====

3.
C10H16N2O3Ti as an isolated structure in a non-equilibrium geometry, computed with ωB97M-V with the def2-TZVPD basis set.

* net charge: +2
* LUMO energy: -9.97 eV
* multiplicity: 1
* HOMO-LUMO gap: 7.47 eV

Last column: natural (NBO) charge in e.
Geometry (Å):
Ti: -1.01 -0.10 -0.78  1.7694
O: -1.09 -2.16 -0.91  -0.7394
C: 0.04 -2.91 -1.53  -0.1081
C: 1.21 -1.98 -1.60  0.2135
C: 2.43 -2.36 -2.21  -0.2171
C: 3.46 -1.44 -2.28  -0.0541
C: 3.31 -0.21 -1.59  -0.2162
C: 2.13 0.07 -0.96  0.0716
N: 1.03 -0.71 -1.06  -0.5811
H: -1.88 -2.76 -0.89  0.5643
H: -0.25 -3.31 -2.51  0.2501
H: 0.31 -3.78 -0.91  0.2572
H: 2.50 -3.34 -2.66  0.2642
H: 4.36 -1.64 -2.86  0.2721
H: 4.11 0.53 -1.57  0.2769
H: 2.00 0.96 -0.33  0.2350
C: -0.48 2.82 1.92  -0.6167
C: -1.57 1.72 1.85  -0.2444
C: -2.04 1.32 3.25  -0.6021
C: -1.12 0.44 1.13  -0.6153
H: -0.71 3.48 2.79  0.2555
H: -0.50 3.47 1.03  0.2261
H: 0.53 2.40 2.05  0.2045
H: -2.42 2.19 1.35  0.2330
H: -1.16 1.09 3.88  0.2218
H: -2.68 0.41 3.23  0.2135
H: -2.53 2.13 3.76  0.2541
H: -1.67 -0.43 1.53  0.2696
H: -0.06 0.23 1.33  0.2555
O: -1.01 1.72 -1.45  -0.4289
N: -2.34 1.61 -1.82  0.5281
O: -2.88 0.52 -1.18  -0.4122

=====

4.
A single C10H16N2O5 molecule in a non-equilibrium geometry, computed with ωB97M-V with the def2-TZVPD basis set.

* SMILES string: O=C(O)CC[C@H](NC(=O)[C@@H]1CCCN1)C(=O)O
* LUMO energy: 0.48 eV
* multiplicity: 1
* HOMO-LUMO gap: 9.24 eV

Last column: natural (NBO) charge in e.
Geometry (Å):
C: -2.48 -0.90 0.25  -0.1490
C: -1.16 -1.62 -0.18  0.7023
C: -3.06 -0.17 -1.02  -0.4327
C: -3.06 1.36 -0.61  -0.4260
C: -3.23 1.21 0.96  -0.2190
C: 1.23 -1.13 -0.68  -0.1595
C: 1.90 -1.40 0.67  0.7886
C: 1.96 -0.03 -1.44  -0.4005
C: 2.63 1.16 -0.69  -0.5195
C: 1.60 2.14 -0.08  0.8042
H: -1.36 0.42 1.31  0.3811
H: -3.14 -1.69 0.56  0.2115
H: -4.14 -0.40 -1.06  0.2170
H: -2.55 -0.36 -1.98  0.2179
H: -2.13 1.84 -0.90  0.2017
H: -3.86 1.93 -1.07  0.2085
H: -4.32 0.93 1.20  0.1790
H: -2.99 2.06 1.57  0.2095
H: -0.52 0.16 -0.84  0.4275
H: 1.25 -2.09 -1.26  0.2505
H: 1.38 0.26 -2.32  0.2266
H: 2.83 -0.54 -1.90  0.2287
H: 3.35 0.75 0.04  0.2472
H: 3.21 1.73 -1.44  0.2483
H: 1.25 3.63 0.71  0.4960
H: 3.34 -2.41 1.34  0.4968
N: -2.35 0.12 1.29  -0.6204
N: -0.17 -0.72 -0.42  -0.6639
O: -1.04 -2.81 -0.45  -0.6071
O: 1.62 -0.89 1.72  -0.5739
O: 0.42 2.02 -0.11  -0.6243
O: 2.13 3.25 0.45  -0.6620
O: 2.89 -2.30 0.49  -0.6846

=====

5.
A single C10H16N2O5 molecule in a non-equilibrium geometry, computed with ωB97M-V with the def2-TZVPD basis set.

* SMILES string: N[C@@H](CCC(=O)O)C(=O)N1CCC[C@H]1C(=O)O
* LUMO energy: 0.52 eV
* multiplicity: 1
* HOMO-LUMO gap: 9.81 eV

Last column: natural (NBO) charge in e.
Geometry (Å):
C: 1.14 1.17 -0.73  -0.1451
C: -0.34 1.14 -0.43  0.6890
C: 1.57 1.22 0.76  -0.4191
C: 2.93 0.59 0.91  -0.5239
C: 3.08 -0.89 0.54  0.8197
C: -2.53 0.03 -0.07  -0.1531
C: -2.80 0.17 1.40  0.7685
C: -3.12 -1.19 -0.86  -0.4004
C: -1.90 -2.09 -0.93  -0.4213
C: -0.70 -1.25 -1.02  -0.2234
H: 1.54 2.46 -2.33  0.3600
H: 1.03 3.20 -1.01  0.3772
H: 1.56 0.28 -1.31  0.2255
H: 1.67 2.27 0.78  0.2473
H: 0.83 0.82 1.48  0.2352
H: 3.17 0.30 2.00  0.2600
H: 3.81 1.13 0.48  0.2651
H: 4.54 -2.18 1.01  0.4840
H: -2.97 0.93 -0.51  0.2656
H: -3.92 -1.63 -0.20  0.2389
H: -3.46 -0.87 -1.89  0.2214
H: -1.94 -2.71 -0.01  0.2132
H: -1.85 -2.82 -1.85  0.2266
H: 0.13 -1.76 -0.48  0.2262
H: -0.20 -1.11 -2.08  0.1831
H: -2.08 0.43 3.01  0.5055
N: 1.63 2.47 -1.32  -0.8357
N: -1.04 -0.02 -0.44  -0.4457
O: -0.88 2.19 -0.16  -0.6502
O: 2.52 -1.69 -0.11  -0.5708
O: 4.21 -1.36 1.40  -0.7641
O: -3.90 0.32 1.91  -0.6118
O: -1.74 0.46 2.07  -0.6472

=====

6.
A single C10H16N2OS molecule in a non-equilibrium geometry, computed with ωB97M-V with the def2-TZVPD basis set.

* SMILES string: N#C[C@]1(N2CCCCC2)CCCSO1
* LUMO energy: 0.71 eV
* multiplicity: 1
* HOMO-LUMO gap: 8.97 eV

Last column: natural (NBO) charge in e.
Geometry (Å):
C: -0.92 -2.35 -1.66  0.2491
C: -1.94 1.31 1.52  -0.3976
C: -1.64 -0.11 1.97  -0.4033
C: -0.87 1.76 0.53  -0.4010
C: 2.36 -0.43 -1.21  -0.4102
C: 1.18 -1.09 -1.94  -0.4263
C: -1.53 -1.03 0.75  -0.2301
C: -0.78 0.78 -0.63  -0.2143
C: 3.05 -1.38 -0.24  -0.5602
C: 0.05 -1.51 -1.00  0.3311
N: -1.72 -2.96 -2.20  -0.2801
N: -0.48 -0.54 -0.13  -0.4503
O: 0.81 -2.64 0.01  -0.7322
S: 1.82 -1.91 1.01  0.5475
H: -2.92 1.35 1.04  0.1953
H: -1.97 1.99 2.38  0.2123
H: -0.70 -0.13 2.51  0.2111
H: -2.43 -0.49 2.63  0.2135
H: -1.10 2.76 0.15  0.2112
H: 0.10 1.80 1.04  0.2055
H: 3.08 -0.11 -1.97  0.2171
H: 2.02 0.45 -0.67  0.2119
H: 0.78 -0.42 -2.70  0.2255
H: 1.52 -1.99 -2.44  0.2371
H: -1.27 -2.04 1.07  0.2316
H: -2.50 -1.07 0.22  0.1805
H: -1.74 0.77 -1.18  0.1759
H: -0.01 1.11 -1.33  0.2062
H: 3.42 -2.27 -0.75  0.2150
H: 3.86 -0.89 0.29  0.2281

=====

7.
A 2-piece molecular cluster, C10H16N3 overall in a non-equilibrium geometry, computed with ωB97M-V with the def2-TZVPD basis set.

* net charge: +1
* LUMO energy (spin up / spin down): -5.69 / -5.54 eV
* multiplicity: 1
* HOMO-LUMO gap (spin up / spin down): 5.85 / 6.46 eV

Last column: natural (NBO) charge in e.
Geometry (Å):
C: -2.59 1.05 -1.39  -0.2521
C: -2.66 1.85 -0.24  -0.0858
C: -1.73 -0.06 -1.32  -0.1093
C: -1.65 1.81 0.67  -0.2762
C: -1.12 -0.38 -0.05  -0.1424
C: -0.58 0.94 0.71  0.0825
C: -1.58 -1.71 0.36  0.0053
C: 0.81 1.67 1.08  0.1839
C: -2.44 -2.60 -0.52  -0.6623
C: 0.88 3.05 1.60  -0.6739
N: 1.90 1.08 0.66  -0.1231
N: 3.40 -1.70 -1.33  -1.1194
N: 1.94 -0.23 0.49  -0.4995
H: -3.26 1.16 -2.25  0.2476
H: -3.42 2.53 -0.11  0.2306
H: -1.64 -0.62 -2.16  0.2226
H: -1.67 2.63 1.43  0.2471
H: -1.47 -1.78 1.49  0.2308
H: -2.19 -3.69 -0.48  0.2584
H: -2.16 -2.25 -1.51  0.2256
H: -3.43 -2.44 -0.20  0.2551
H: 0.92 3.62 0.65  0.2536
H: 1.85 3.12 2.10  0.2592
H: 0.18 3.37 2.34  0.2486
H: 3.76 -1.12 -2.08  0.3800
H: 2.87 -2.51 -1.72  0.3881
H: 4.26 -2.01 -0.81  0.3827
H: 1.06 -0.78 0.48  0.3903
H: 2.86 -0.45 0.08  0.4518

=====

Relative energy (zero: lowest compared OMol25 entry of this formula, charge and spin) values, unit kJ/mol, following the record order: 362.2 271.6 0.0 95.7 225.1 125.3 601.7.